No. 1
# C5H8O2

One molecule with the formula C5H8O2 (ωB97M-V with the def2-TZVPD basis set, the OMol25 dataset).

The geometry in XYZ format:
```
15
Properties=species:S:1:pos:R:3:forces:R:3
H 2.11142 1.22679 0.33822 -0.1 0.0 -0.1
C -1.67000 -0.46842 -0.30781 -0.3 0.0 0.2
H -2.65216 -0.91847 -0.20882 0.1 0.1 -0.1
O -1.03923 -0.51921 -1.58898 0.0 0.1 -0.1
C 1.48399 0.71156 -0.39572 0.1 0.0 0.0
C -0.37430 -1.11261 -0.48230 0.2 -0.3 0.1
H 1.47906 -1.00150 1.50567 -0.1 0.1 0.1
H 2.11083 -0.01147 -0.93353 -0.1 0.1 0.1
C 0.33306 0.00356 0.30414 0.0 0.1 -0.2
H -0.09633 -2.16113 -0.55040 0.0 0.1 0.0
H -1.34262 0.79891 1.47944 0.0 0.0 -0.1
H -1.15341 1.67766 -0.08083 0.0 -0.2 0.1
C -1.04904 0.71621 0.43097 0.0 0.1 0.0
O 0.68276 -0.46170 1.59531 0.2 -0.1 0.0
H 1.12185 1.44392 -1.12330 0.0 -0.2 0.1
```
Positions in Å, forces in eV/Å.

Summary:
- SMILES string = C[C@@]1(O)C[C@H]2O[C@H]21
- energy above the lowest of the compared OMol25 structures with the same formula, charge and spin (kJ/mol) = 223.81
- HOMO-LUMO gap (eV) = 10.710

natural (NBO) population analysis, charges in e, atoms 1 to 6: number 1, H, carries 0.221; number 2, C, carries 0.053; number 3, H, carries 0.201; number 4, O, carries -0.489; number 5, C, carries -0.645; number 6, C, carries 0.018

---

No. 2
# C22H62B2F7N2O14V2

C22H62B2F7N2O14V2 as an isolated structure (ωB97M-V with the def2-TZVPD basis set, the OMol25 dataset).

The geometry in XYZ format:
```
111
Properties=species:S:1:pos:R:3:forces:R:3
H -9.58092 0.66218 11.48955 0.0 -0.4 0.7
H -10.20589 6.94498 4.80519 -0.2 0.0 0.4
F -11.14056 2.41281 9.57563 2.3 0.6 1.6
H -8.91625 3.74916 10.25954 -0.1 -3.3 2.3
C -9.33937 7.56030 5.04730 -0.5 -0.4 -1.0
H -12.98720 7.22471 12.54063 0.2 0.3 -0.4
C -5.20355 3.69874 10.88443 0.3 -0.5 0.3
B -8.84164 4.64340 9.66037 0.1 -0.4 -0.2
H -12.63403 7.68296 7.10689 -0.4 0.3 0.2
C -9.43636 0.71605 14.88342 -2.2 0.1 -0.4
H -6.44641 7.89827 11.67187 0.6 -0.5 0.3
H -11.31694 -0.21711 15.57545 0.1 0.0 -0.1
H -7.77346 8.92332 6.57349 -0.5 0.0 0.5
H -8.47458 2.52936 13.23352 0.9 0.4 0.4
H -9.13376 4.37658 8.65652 -1.1 -0.8 -3.8
O -6.55925 2.13394 9.61241 0.1 1.6 -0.5
C -12.57649 6.24168 12.31029 -0.1 -0.1 -0.2
H -8.68988 7.43191 4.18141 0.5 0.0 0.0
C -9.43345 2.91026 13.58507 -2.4 -1.1 -1.4
H -7.18497 6.29932 12.24400 0.5 -0.1 -0.4
O -8.67065 1.99908 7.42062 0.9 0.8 -1.7
H -10.76745 -0.84524 13.98887 0.0 0.4 -0.1
H -7.83544 5.02650 9.73122 3.8 1.5 0.4
H -5.36070 1.51035 11.11855 0.3 0.3 0.2
H -7.31818 0.23382 11.89987 0.8 0.4 -0.5
O -5.35425 4.62325 9.83299 -0.5 0.4 -1.3
C -8.08608 8.01493 13.05499 0.0 1.2 -2.7
H -13.97907 6.00931 10.69182 0.3 -0.2 -0.5
H -7.47766 7.88212 13.94958 -0.1 0.1 0.2
H -10.69529 6.84450 12.00620 1.3 0.6 0.7
H -6.51247 9.29632 8.62906 0.0 0.0 0.3
H -9.15198 4.13293 4.68922 -0.2 -0.7 -0.3
H -11.05348 6.87175 8.88849 -0.5 0.0 0.4
F -13.15585 2.49985 8.69629 -1.3 1.5 -0.4
F -8.28102 3.41546 15.67196 -0.6 0.3 -0.2
C -13.65075 5.43542 11.55840 0.4 2.6 0.7
C -6.94972 7.33461 7.83357 0.4 0.4 0.6
H -7.73134 7.12514 8.56384 -0.2 0.1 0.0
H -5.19746 8.63117 7.70918 0.1 -0.1 -0.2
O -10.13430 1.68172 14.04390 1.3 0.7 0.4
C -5.35002 2.27111 10.33802 0.8 0.3 0.4
H -5.73288 6.15019 6.74940 0.4 -0.2 -0.2
H -4.50582 2.08228 9.67487 0.1 -0.1 -0.1
H -7.86853 -1.31876 11.97291 0.0 -0.8 -0.7
C -11.58563 6.21527 8.20005 0.4 0.8 -0.6
F -12.31246 0.53733 9.09775 0.8 -1.0 0.4
C -8.26408 9.56776 12.82252 -0.4 -1.1 1.2
C -9.13730 3.82934 5.73599 -0.4 -2.4 0.9
H -9.32235 11.89530 13.29919 0.5 0.5 -0.1
H -4.18279 3.96438 11.15936 0.0 -1.3 1.2
B -11.98755 1.81170 8.69534 -2.5 -1.5 -0.9
O -9.02949 10.00756 13.97894 1.0 -0.8 -0.9
H -9.25897 6.48470 13.54503 -0.2 -0.1 -0.3
H -5.48062 6.10502 8.36801 0.2 -0.2 -0.4
O -11.79719 4.91818 8.71769 0.0 0.9 0.2
C -10.45187 -0.46772 14.96149 1.4 0.3 0.4
H -9.57015 1.74033 7.63403 -0.8 0.0 0.7
C -7.58118 7.85053 6.55785 0.2 -0.6 -0.4
H -7.27842 10.01004 12.67776 0.3 0.3 0.8
O -9.87200 -0.78667 10.02783 0.7 -0.7 0.4
V -7.12755 3.81219 8.19829 -1.7 0.2 -0.5
F -8.91340 5.13717 14.51100 1.3 0.1 -0.4
H -13.62235 6.97565 8.47573 0.2 0.4 0.1
C -8.78413 2.32686 6.03003 -0.3 1.4 -2.7
H -9.89125 -1.27952 15.42494 -0.3 -0.3 0.3
H -9.50524 5.40384 10.04195 -2.0 3.1 1.0
V -10.99091 4.20610 10.66011 -0.2 -0.2 1.6
O -13.17305 4.17708 11.23513 0.0 -0.8 -0.1
O -13.51549 5.85093 6.75247 0.4 0.2 0.8
C -7.34304 7.31716 11.88746 0.1 0.8 0.5
N -6.18830 6.07717 7.64794 -0.5 -0.4 0.0
H -9.84534 7.92545 13.86142 -0.6 0.1 0.2
H -6.77370 1.19964 9.56061 -0.4 -0.8 -0.2
H -12.43998 4.69008 8.04213 -0.8 -1.9 0.2
H -10.89075 6.11435 7.36634 0.0 0.1 -0.4
O -8.74447 7.08484 6.24193 -0.2 1.0 -0.1
O -8.14842 4.57986 6.34999 1.4 -0.2 0.8
H -9.82341 11.58282 14.92860 0.2 0.0 0.2
H -5.47867 8.00701 9.31588 -0.2 0.0 0.1
H -8.78630 9.86674 11.91367 -0.5 -0.5 -0.2
H -10.45272 -0.23447 9.49920 -0.5 -0.2 0.0
C -9.01732 11.39629 14.21900 -0.7 -0.5 0.0
H -8.06063 11.68417 14.65486 0.0 0.4 -0.3
H -13.75998 3.55906 11.67690 0.4 -0.7 -0.2
H -14.55068 5.43599 12.17339 0.1 -0.4 0.3
F -10.38109 4.11709 15.54127 -0.1 -1.1 0.3
H -4.84413 5.38637 10.11409 -0.2 0.3 -0.2
F -11.44094 1.76456 7.41911 1.1 0.2 -0.7
H -8.78561 0.86925 10.02383 0.7 0.4 0.0
O -6.90602 -0.77995 10.10041 0.7 0.2 0.7
H -10.11659 3.97416 6.19219 -0.2 0.4 0.1
H -8.46637 0.36390 14.53240 0.1 0.2 -0.6
C -7.72450 -0.52894 11.23565 -1.5 0.9 0.2
H -9.51043 1.81279 5.40048 -0.6 -0.8 1.1
N -9.39258 7.39585 13.13024 -0.3 0.4 0.8
O -11.33464 6.30992 11.52970 -2.6 -1.4 -0.4
H -14.41442 5.77600 7.08097 -0.2 -0.4 -0.4
H -7.84032 7.27861 10.91827 -0.7 0.0 0.3
C -9.25732 3.88565 14.85318 -0.6 -0.8 -0.9
C -5.98181 8.36774 8.41875 -0.4 0.5 -0.4
H -9.26258 1.14786 15.86903 -0.1 -0.1 0.2
H -6.91293 7.74907 5.70272 0.6 -0.2 -0.1
C -9.02051 0.09072 10.74964 -0.9 0.7 -0.7
H -9.63986 8.60807 5.04613 0.0 0.1 0.5
H -7.21274 -1.57507 9.65847 -0.2 -0.1 -0.1
H -7.91172 2.10934 5.41384 0.9 -0.1 0.9
C -12.91479 6.79125 7.66736 1.0 -0.3 -0.1
H -5.93925 3.93357 11.65366 0.1 -0.2 0.2
O -10.16750 3.36661 12.52124 0.5 0.8 1.2
H -12.42038 5.80683 13.29753 0.5 -0.4 -0.1
H -8.35809 5.48440 6.10615 0.3 1.3 0.7
```
Positions in Å, forces in eV/Å.

Summary:
- expectation value of S² = 12.006
- net charge = +1
- multiplicity = 7
- HOMO-LUMO gap (alpha / beta) (eV) = 6.751 / 7.575

Mulliken population analysis, charges in e, atoms 1 to 6: number 1, H, carries 0.127; number 2, H, carries 0.313; number 3, F, carries 0.257; number 4, H, carries -0.990; number 5, C, carries -1.002; number 6, H, carries 0.531

---

The following E_tot values (in eV) correspond, in order, to the records above: -9407.5126 -127211.9138.